No. 1
The following is a DFT calculation (ωB97M-V/def2-TZVPD) of an isolated ion of composition C13H26BN2O3 and charge +1.

Each line ends with the natural charge from an NBO analysis.
Cartesian coordinates (Å):
C 2.447 -1.549 0.983  -0.137
C 1.604 -0.415 0.778  0.068
N 0.718 0.798 0.416  -0.439
C 1.395 1.465 -0.756  -0.261
C 1.526 0.566 -2.115  -0.443
C 0.153 0.401 -2.991  -0.430
C 0.072 -1.173 -3.548  -0.428
C -1.001 -2.066 -2.668  -0.074
O -0.524 -2.413 -1.315  -0.590
C -0.792 -3.822 -0.979  -0.282
N -0.536 0.284 0.182  -0.363
C -1.549 1.187 0.297  0.462
C -2.686 0.863 1.482  -0.701
C -1.838 2.511 -0.620  -0.759
B 0.813 1.698 1.672  1.432
O 1.506 3.033 1.603  -0.917
O 0.213 1.361 2.984  -0.779
C 1.203 0.813 3.923  -0.083
C 0.728 -0.765 4.209  -0.661
H 3.247 -2.404 0.758  0.336
H 2.511 1.698 -0.402  0.267
H 0.945 2.505 -1.068  0.249
H 2.295 1.147 -2.821  0.249
H 1.980 -0.504 -1.975  0.248
H 0.241 1.095 -3.948  0.229
H -0.842 0.618 -2.416  0.206
H -0.338 -1.182 -4.669  0.231
H 1.116 -1.700 -3.583  0.220
H -1.246 -3.067 -3.246  0.197
H -2.026 -1.477 -2.575  0.174
H -0.886 -3.980 0.199  0.205
H 0.127 -4.499 -1.322  0.188
H -1.819 -4.223 -1.433  0.194
H -2.193 0.482 2.482  0.276
H -3.360 -0.018 1.084  0.272
H -3.335 1.825 1.713  0.247
H -2.103 2.267 -1.758  0.291
H -2.818 3.050 -0.203  0.263
H -0.992 3.350 -0.546  0.234
H 0.859 3.630 1.090  0.507
H 2.270 0.741 3.398  0.189
H 1.234 1.335 4.971  0.230
H -0.201 -0.998 3.500  0.222
H 0.328 -0.920 5.311  0.235
H 1.553 -1.547 3.921  0.227

Forces on atoms 1 to 3 (eV/Å):
-6.0 8.6 -2.7
6.8 -8.4 1.0
3.7 -1.5 -1.0

Highest occupied orbital energy = -12.2 eV
Charge = +1

=====

No. 2
The following is a DFT calculation (ωB97M-V/def2-TZVPD) of a 2-piece molecular cluster, C3H6BNO3 overall.

Each line ends with the natural charge from an NBO analysis.
Cartesian coordinates (Å):
C -2.563 -0.378 -1.024  -0.207
C -2.028 0.487 -0.198  -0.344
C -1.827 1.245 0.762  0.642
O -1.496 1.892 1.646  -0.475
H -2.126 -0.883 -1.851  0.202
H -3.571 -0.567 -0.829  0.188
N 1.468 1.119 0.971  -1.118
B 1.321 -0.207 0.447  1.155
O 2.253 -0.609 -0.440  -0.889
O 0.431 -1.124 0.976  -0.933
H 1.831 1.879 0.340  0.396
H 0.626 1.499 1.471  0.392
H 2.047 -1.569 -0.727  0.493
H 0.248 -1.097 1.901  0.498

Forces on atoms 1 to 3 (eV/Å):
0.2 0.8 0.7
0.1 -1.7 -2.7
-0.1 -0.1 0.1

Highest occupied orbital energy = -9.1 eV
Relative energy (zero: lowest compared OMol25 entry of this formula, charge and spin) = 171.1 kJ/mol

=====

No. 3
The following is a DFT calculation (ωB97M-V/def2-TZVPD) of C21H37FNO7S3 as an isolated structure.

Each line ends with the natural charge from an NBO analysis.
Cartesian coordinates (Å):
C -1.794 3.710 -1.253  -0.752
C -1.898 2.284 -1.774  0.681
O -3.140 1.981 -2.050  -0.457
N -0.745 1.282 -1.624  -0.567
H 0.130 1.521 -2.271  0.456
H -0.355 1.414 -0.742  0.490
C -1.179 -0.029 -1.947  -0.424
H -1.014 4.301 -1.521  0.243
H -1.336 3.864 -0.201  0.284
H -2.734 4.271 -1.581  0.287
H -1.266 0.040 -3.029  0.223
H -1.968 -0.532 -1.353  0.270
H -0.301 -0.506 -1.762  0.234
F -1.281 -2.667 -4.767  -0.335
C -2.259 -2.503 -3.811  0.385
C -2.323 -3.450 -2.779  -0.284
C -3.376 -3.417 -1.794  -0.209
C -4.380 -2.404 -2.065  -0.225
C -4.327 -1.556 -3.240  -0.183
C -3.247 -1.584 -4.086  -0.274
H -1.540 -4.197 -2.784  0.235
H -3.595 -4.094 -1.044  0.225
H -5.293 -2.322 -1.335  0.226
H -5.183 -0.987 -3.360  0.226
H -3.078 -0.974 -4.819  0.219
C 4.164 -2.661 1.146  -0.397
C 4.009 -3.440 -0.224  -0.399
C 3.244 -2.594 -1.102  -0.719
S 3.420 -0.942 -0.640  2.212
O 2.028 -0.574 -0.420  -0.982
O 4.253 -0.366 -1.656  -0.926
C 4.255 -1.147 0.836  -0.772
H 4.980 -3.158 1.879  0.252
H 3.180 -2.904 1.751  0.205
H 3.745 -4.510 -0.067  0.244
H 5.049 -3.298 -0.650  0.199
H 2.281 -2.933 -1.024  0.238
H 3.541 -2.760 -2.122  0.258
H 3.796 -0.569 1.826  0.318
H 5.338 -1.012 0.584  0.271
C -2.242 -2.295 2.145  -0.402
C -1.128 -1.431 2.751  -0.422
C -1.545 -0.314 3.308  -0.667
S -2.858 0.333 2.308  2.169
O -2.241 1.143 1.265  -0.975
O -3.890 0.992 3.113  -0.907
C -3.306 -1.299 1.820  -0.754
H -2.683 -3.076 2.816  0.213
H -1.814 -2.962 1.432  0.227
H -0.732 -1.237 1.857  0.212
H -0.526 -2.231 3.417  0.232
H -0.693 0.589 3.476  0.267
H -2.075 -0.567 4.247  0.244
H -3.764 -1.317 0.773  0.275
H -4.302 -1.650 2.305  0.289
C 2.545 4.716 1.895  -0.410
C 2.987 4.257 0.554  -0.413
C 2.952 2.866 0.502  -0.681
S 1.607 2.485 1.599  2.251
O 2.204 1.538 2.408  -0.962
O 0.569 1.912 0.812  -1.012
C 1.253 4.021 2.306  -0.700
H 2.324 5.865 1.919  0.249
H 3.416 4.381 2.475  0.225
H 3.931 4.731 0.280  0.247
H 2.143 4.613 -0.206  0.171
H 4.008 2.490 0.872  0.260
H 2.668 2.436 -0.530  0.258
H 0.872 3.935 3.332  0.294
H 0.519 4.498 1.625  0.245

Forces on atoms 1 to 3 (eV/Å):
-1.0 -0.5 1.2
-7.0 1.1 0.7
7.8 -0.2 0.7

Highest occupied orbital energy = -11.6 eV
Charge = +1
Relative energy (zero: lowest compared OMol25 entry of this formula, charge and spin) = 3.2 kJ/mol

=====

No. 4
The following is a DFT calculation (ωB97M-V/def2-TZVPD) of a 2-piece molecular cluster, C4H11NO overall.

Each line ends with the natural charge from an NBO analysis.
Cartesian coordinates (Å):
C 0.421 -0.411 1.688  -0.545
C 1.239 0.479 0.606  -0.554
C 0.697 1.840 0.669  -0.169
C -0.300 2.404 -0.009  -0.480
N 0.837 -0.032 3.017  -0.858
H -0.538 -0.060 1.690  0.182
H 0.718 -1.486 1.379  0.129
H 2.299 0.529 0.778  0.202
H 0.911 -0.001 -0.336  0.193
H 0.988 2.241 1.675  0.182
H -0.656 1.940 -0.951  0.188
H -0.966 3.184 0.496  0.192
H 0.278 -0.407 3.690  0.333
H 1.680 -0.547 3.231  0.325
H -2.710 -3.550 -5.188  0.392
H -2.084 -3.126 -6.501  0.430
O -2.815 -2.996 -5.935  -1.140

Forces on atoms 1 to 3 (eV/Å):
4.5 -0.3 -1.2
-2.1 -1.1 -0.6
-0.6 0.8 2.2

Highest occupied orbital energy (alpha / beta) = 1.4 / -6.0 eV
Charge = -1
Spin multiplicity = 2
Relative energy (zero: lowest compared OMol25 entry of this formula, charge and spin) = 186.8 kJ/mol

=====

No. 5
The following is a DFT calculation (ωB97M-V/def2-TZVPD) of C3HO2Yb as an isolated structure.

Each line ends with the natural charge from an NBO analysis.
Cartesian coordinates (Å):
C -5.621 1.467 -0.244  -0.342
H -6.537 2.033 -0.201  0.264
C -4.576 0.857 -0.250  0.077
O -1.967 -0.410 -0.005  -0.293
C -0.886 -0.441 0.405  1.102
Yb 2.488 -1.101 1.216  1.980
O 0.250 -0.687 0.565  -0.788

Forces on atoms 1 to 3 (eV/Å):
-0.5 -0.1 -0.3
0.4 0.0 0.2
0.0 0.2 0.1

Highest occupied orbital energy (alpha / beta) = -15.4 / -14.9 eV
Charge = +2
Spin multiplicity = 2
Relative energy (zero: lowest compared OMol25 entry of this formula, charge and spin) = 197.7 kJ/mol

=====

Number 1: E -870.3256 a.u.. Number 2: E -423.2831 a.u.. Number 3: E -2697.6423 a.u.. Number 4: E -288.8709 a.u.. Number 5: E -1423.2087 a.u..